ORCA calculation (ωB97M-V with the def2-TZVPD basis set) on a cluster of 2 separate species, C9H12NP in total at a distorted geometry.

```
23
Properties=species:S:1:pos:R:3:nbo_charge:R:1
P 2.561 -0.783 0.779 1.17
N 1.300 -1.671 0.831 -1.09
C 0.416 -1.966 -0.337 -0.24
C -0.473 -0.812 -0.637 0.02
C 0.019 0.201 -1.411 -0.23
C -0.871 1.317 -1.532 -0.18
C -2.195 1.286 -1.177 -0.23
C -2.671 0.208 -0.447 -0.20
C -1.822 -0.777 -0.057 -0.23
H 3.839 -1.241 0.609 -0.09
H 2.471 0.263 -0.053 -0.09
H 2.796 -0.100 2.056 -0.03
H -0.327 -2.740 -0.010 0.20
H 1.148 -2.186 -1.147 0.19
H 0.978 0.116 -1.751 0.20
H -0.481 2.097 -2.093 0.20
H -2.805 2.219 -1.264 0.22
H -3.661 0.268 -0.045 0.21
H -2.288 -1.694 0.370 0.22
C 0.739 1.974 1.469 -0.27
C 0.376 1.002 2.087 -0.21
H 0.953 2.918 1.190 0.22
H 0.000 0.100 2.573 0.26
```

**Gap between HOMO and LUMO**: 9.29 eV
**HOMO energy**: -8.40 eV
**Energy**: -746.05646 hartree
**SMILES string**: [PH3]=NCc1ccccc1.C#C
**Energy relative to the best compared isomer or geometry (same formula, charge and spin)**: 98.6 kcal/mol
**Net charge**: 0

ORCA calculation (ωB97M-V with the def2-TZVPD basis set) on a structure of composition C4H5IrO2 at a distorted geometry.

```
12
Properties=species:S:1:pos:R:3:nbo_charge:R:1
H 2.084 1.633 1.700 0.40
C 1.482 1.202 0.846 -0.55
C 0.248 1.306 1.250 0.86
O -0.854 1.111 1.644 -0.58
Ir -2.466 1.777 2.148 1.80
H 1.712 1.323 -0.214 0.37
O 3.167 -1.953 0.638 -0.35
C 2.134 -1.649 0.065 0.89
C 1.043 -1.591 -0.616 -0.24
H 3.696 -1.211 1.011 0.63
H 0.087 -1.736 -0.102 0.36
H 1.099 -1.404 -1.694 0.40
```

**Gap between HOMO and LUMO (spin up / spin down)**: 9.85 / 5.24 eV
**Expectation value of S²**: 6.01
**Spin multiplicity**: 5
**HOMO energy (spin up / spin down)**: -28.77 / -28.37 eV
**Energy**: -407.75190 hartree
**Net charge**: +4

ORCA calculation (ωB97M-V with the def2-TZVPD basis set) on an isolated molecule of C20H16ClNO2S at a distorted geometry.

```
41
Properties=species:S:1:pos:R:3:nbo_charge:R:1
O -1.334 1.725 0.272 -0.58
C -1.064 0.592 0.515 0.69
C -1.889 -0.214 1.398 -0.51
C -1.186 -0.881 2.629 -0.34
C -0.658 0.125 3.577 0.25
C -0.227 -0.270 4.800 -0.29
C 0.083 0.965 5.558 -0.29
C -0.426 1.989 4.785 0.07
O -0.788 1.478 3.542 -0.42
S 0.340 -1.865 2.157 0.29
C 0.261 -2.239 0.540 -0.30
C 0.122 -3.629 0.218 -0.17
C -0.215 -4.047 -1.091 -0.22
C -0.417 -3.098 -2.059 -0.21
C -0.164 -1.708 -1.845 -0.21
C 0.100 -1.269 -0.468 0.18
N 0.054 0.080 -0.149 -0.49
C 1.049 1.027 -0.527 -0.22
C 0.975 1.456 -1.980 -0.02
C 2.030 1.061 -2.823 -0.21
C 2.116 1.507 -4.106 -0.21
C 1.147 2.281 -4.701 -0.23
C 0.083 2.655 -3.992 -0.07
Cl -1.154 3.598 -4.616 0.04
C -0.008 2.228 -2.677 -0.22
H -2.451 -0.934 0.694 0.25
H -2.611 0.491 1.916 0.26
H -2.013 -1.449 3.138 0.25
H -0.108 -1.255 5.131 0.22
H 0.638 1.098 6.489 0.23
H -0.187 3.028 4.821 0.21
H 0.186 -4.366 1.052 0.23
H -0.262 -5.139 -1.234 0.23
H -0.895 -3.369 -2.989 0.22
H -0.248 -0.921 -2.591 0.24
H 1.136 1.811 0.107 0.24
H 1.996 0.596 -0.320 0.21
H 2.904 0.486 -2.434 0.21
H 2.873 1.138 -4.819 0.22
H 1.065 2.607 -5.774 0.23
H -0.851 2.630 -2.144 0.24
```

**Gap between HOMO and LUMO**: 9.11 eV
**HOMO energy**: -8.58 eV
**Energy**: -1835.25243 hartree
**SMILES string**: O=C1C[C@H](c2ccco2)Sc2ccccc2N1Cc1cccc(Cl)c1
**Energy relative to the best compared isomer or geometry (same formula, charge and spin)**: 78.6 kcal/mol
**Net charge**: 0

ORCA calculation (ωB97M-V with the def2-TZVPD basis set) on an isolated molecule of C5H4O2 at a distorted geometry.

```
11
Properties=species:S:1:pos:R:3:nbo_charge:R:1
O 0.847 2.738 -0.274 -0.42
C 0.224 1.867 0.175 0.80
C -0.549 0.998 0.824 -0.61
C -0.374 -0.442 0.922 -0.09
C 0.124 -1.293 0.010 -0.36
C 0.502 -0.839 -1.332 0.40
O 1.089 0.202 -1.565 -0.54
H -1.369 1.464 1.365 0.27
H -0.765 -0.869 1.845 0.22
H 0.130 -2.364 0.205 0.22
H 0.142 -1.463 -2.173 0.12
```

**Gap between HOMO and LUMO**: 9.12 eV
**HOMO energy**: -8.80 eV
**Energy**: -343.34376 hartree
**SMILES string**: O=C=C/C=C\C=O
**Energy relative to the best compared isomer or geometry (same formula, charge and spin)**: 30.5 kcal/mol
**Net charge**: 0

ORCA calculation (ωB97M-V with the def2-TZVPD basis set) on a cluster of 2 separate species, C3H9NO2S in total at a distorted geometry.

```
16
Properties=species:S:1:pos:R:3:nbo_charge:R:1
C -0.859 -0.045 -0.428 -0.21
C -2.154 0.319 0.280 -0.50
S -3.478 -0.832 -0.416 -0.80
N 0.216 0.301 0.405 -0.67
C 1.603 0.012 -0.082 0.12
O 2.530 0.222 1.041 -0.82
H -0.675 0.457 -1.494 0.15
H -0.680 -1.085 -0.671 0.16
H -2.005 -0.098 1.329 0.18
H -2.297 1.350 0.147 0.18
H 0.152 -0.021 1.399 0.35
H 1.651 -1.134 -0.487 0.07
H 1.784 0.639 -0.941 0.14
H 4.304 1.622 -0.448 0.40
H 3.383 0.378 0.468 0.50
O 4.592 0.701 -0.304 -1.26
```

**Gap between HOMO and LUMO**: 6.01 eV
**HOMO energy**: -0.08 eV
**Energy**: -723.03743 hartree
**Energy relative to the best compared isomer or geometry (same formula, charge and spin)**: 28.0 kcal/mol
**Net charge**: -2